Computed, not measured: a cluster of 8 separate species, C59H65ClF5N10O3S in total in a non-equilibrium geometry, with the ωB97M-V functional and the def2-TZVPD basis.

The frontier orbital gap is 0.27904 hartree. The net charge is +1.

Last column: Löwdin charge in e.
Element x y z (Å)
C  -0.85482  1.75057  3.51253  -0.075
C  -0.36564  1.03129  2.24270  -0.232
C  -0.63033  1.93373  1.04742  -0.202
N  -0.14526  1.44829  -0.24795  0.040
C  1.30192  1.27872  -0.41171  -0.370
C  2.15691  2.33409  0.28433  -0.114
C  2.07820  3.73859  -0.29743  -0.217
C  3.28891  4.41715  -0.48453  -0.046
C  3.34258  5.69349  -1.02430  -0.059
C  2.17820  6.34610  -1.41403  -0.063
C  0.96341  5.69447  -1.21971  -0.060
C  0.91465  4.41912  -0.66453  -0.053
C  1.62454  -0.21231  -0.02466  -0.260
S  3.20085  -0.60703  0.84319  0.808
O  3.26628  -2.04288  0.83978  -0.256
O  4.33996  -0.00643  0.20951  -0.270
C  3.20253  -0.25276  2.67304  -0.456
F  4.39551  -0.71379  3.02665  0.147
F  3.18731  1.04510  2.97567  0.135
C  2.12018  -1.04254  3.51888  -0.594
F  1.25616  -1.68336  2.75417  0.176
F  1.49287  -0.20166  4.31712  0.181
F  2.72595  -1.92975  4.28074  0.206
O  1.70900  -1.08717  -1.11296  -0.099
C  0.56261  -0.91441  -1.93770  -0.133
C  0.76753  0.38321  -2.73694  -0.322
C  -0.62150  0.84936  -3.19594  -0.154
N  -0.65122  2.22887  -3.69265  -0.099
C  -1.79964  3.00088  -3.16069  -0.080
C  1.57535  0.00708  -4.00646  -0.226
C  1.61519  0.85046  -5.11876  -0.054
C  2.30984  0.50273  -6.27514  -0.058
C  2.99641  -0.70084  -6.35693  -0.060
C  2.99583  -1.53376  -5.24306  -0.047
C  2.29873  -1.18407  -4.08892  -0.034
N  1.50600  1.41764  -1.91324  -0.217
Cl  3.21864  1.46265  -2.28540  0.999
H  -1.91491  1.54510  3.64211  0.083
H  -0.30626  1.44514  4.39388  0.046
H  -0.76171  2.83099  3.41712  0.074
H  0.71219  0.91604  2.34444  0.064
H  -0.89860  0.08670  2.18255  0.122
H  -0.29159  2.93709  1.31621  0.106
H  -1.71302  2.02825  0.95651  0.140
H  -0.46988  2.11107  -0.94149  0.065
H  3.20987  2.07414  0.26868  0.075
H  1.91898  2.40068  1.34476  0.126
H  4.22374  3.94847  -0.20682  0.120
H  4.28583  6.20312  -1.14779  0.111
H  2.20926  7.32994  -1.85197  0.108
H  0.04957  6.18926  -1.51324  0.108
H  -0.06326  3.98586  -0.52030  0.083
H  0.78907  -0.58568  0.56912  0.133
H  0.35903  -1.75274  -2.58021  0.112
H  -0.31633  -0.77470  -1.30758  0.123
H  -0.95087  0.14647  -3.95942  0.148
H  -1.35304  0.76228  -2.39281  0.117
H  -0.77051  2.20961  -4.69527  0.098
H  -1.75967  3.98368  -3.62074  0.090
H  -1.67888  3.10657  -2.08571  0.059
H  -2.75120  2.54408  -3.43239  0.059
H  1.12352  1.80883  -5.12549  0.096
H  2.30412  1.16514  -7.12788  0.108
H  3.54870  -1.00801  -7.23080  0.109
H  3.53596  -2.46716  -5.27764  0.112
H  2.35734  -1.87802  -3.26495  0.116
H  1.17463  2.34310  -2.24143  0.134
N  -5.32943  2.81188  -3.84839  0.040
C  -6.54651  3.15404  -3.42215  -0.159
C  -7.60737  3.45289  -4.26432  -0.073
C  -7.38860  3.39421  -5.63157  -0.062
C  -6.13080  3.04379  -6.09662  -0.071
C  -5.14314  2.76284  -5.16723  -0.174
H  -6.67138  3.18714  -2.34486  0.103
H  -8.56916  3.72256  -3.86175  0.076
H  -8.18810  3.61960  -6.32560  0.110
H  -5.91945  2.98802  -7.15578  0.102
H  -4.14547  2.48075  -5.49201  0.090
N  -9.27659  5.66657  -2.89024  0.045
C  -8.22239  6.28073  -2.35443  -0.149
C  -8.23409  7.59826  -1.92532  -0.068
C  -9.40552  8.32475  -2.06330  -0.075
C  -10.51166  7.70538  -2.62045  -0.066
C  -10.39526  6.38140  -3.01362  -0.141
H  -7.32313  5.68025  -2.26915  0.091
H  -7.34705  8.04268  -1.49552  0.102
H  -9.45540  9.35706  -1.74199  0.108
H  -11.44556  8.23475  -2.74749  0.104
H  -11.23904  5.85854  -3.45034  0.107
N  -1.05172  -3.43295  -1.86669  0.043
C  -2.28963  -3.22909  -2.31923  -0.150
C  -3.26930  -4.20722  -2.35059  -0.058
C  -2.94666  -5.47301  -1.88941  -0.066
C  -1.66441  -5.70612  -1.41823  -0.073
C  -0.75909  -4.65796  -1.42613  -0.145
H  -2.50202  -2.22337  -2.67271  0.099
H  -4.25833  -3.98235  -2.72419  0.108
H  -3.68367  -6.26467  -1.89392  0.114
H  -1.37421  -6.67935  -1.04770  0.111
H  0.25282  -4.79584  -1.05979  0.100
N  -4.28689  -5.48802  1.70023  0.056
C  -4.87251  -6.03486  2.76419  -0.152
C  -4.25880  -6.15579  4.00234  -0.069
C  -2.96335  -5.68624  4.14349  -0.079
C  -2.33771  -5.11564  3.04638  -0.072
C  -3.04246  -5.04039  1.85499  -0.161
H  -5.88447  -6.39250  2.61038  0.104
H  -4.78411  -6.60735  4.83233  0.103
H  -2.44934  -5.76419  5.09291  0.106
H  -1.32613  -4.73775  3.11149  0.097
H  -2.59530  -4.59875  0.97056  0.083
N  5.29067  -7.48338  -0.38816  0.060
C  6.28988  -6.77556  0.13373  -0.161
C  6.20407  -5.42125  0.42579  -0.086
C  5.01352  -4.76576  0.15749  -0.073
C  3.96387  -5.48762  -0.38647  -0.070
C  4.15322  -6.83824  -0.63775  -0.156
H  7.20368  -7.32834  0.32582  0.106
H  7.04796  -4.89486  0.85138  0.102
H  4.90205  -3.71077  0.36720  0.082
H  3.01799  -5.01204  -0.61067  0.088
H  3.35664  -7.44149  -1.06064  0.101
N  0.76133  3.06955  6.29933  0.052
C  1.81261  2.38472  6.74926  -0.157
C  2.94995  2.97687  7.27606  -0.068
C  3.00217  4.35993  7.33722  -0.075
C  1.91964  5.08927  6.87307  -0.070
C  0.82894  4.39852  6.36768  -0.154
H  1.73210  1.30456  6.68242  0.097
H  3.77137  2.36905  7.62948  0.104
H  3.87197  4.86129  7.74150  0.108
H  1.91837  6.17002  6.90296  0.103
H  -0.04072  4.93160  5.99839  0.103
N  8.39559  -7.32166  5.66989  0.055
C  8.22834  -7.12232  4.36428  -0.150
C  7.15994  -6.42266  3.82319  -0.067
C  6.20959  -5.90383  4.68683  -0.080
C  6.36640  -6.10320  6.04872  -0.077
C  7.47378  -6.81508  6.48583  -0.156
H  8.99343  -7.54805  3.72398  0.104
H  7.07438  -6.28889  2.75494  0.063
H  5.35947  -5.35289  4.30316  0.102
H  5.64794  -5.71660  6.75857  0.098
H  7.63657  -6.99171  7.54340  0.103